# 1
Formula: C5H9NS
Source: the OMol25 dataset
Level of theory: ωB97M-V with the def2-TZVPD basis set

Computed properties:
* HOMO-LUMO gap: 9.7 eV
* DFT total energy: -648.733818 Ha
* energy above the lowest of the compared OMol25 structures with the same formula, charge and spin: 3.247 eV
* HOMO: -0.32791 Eh

CARTESIAN COORDINATES (ANGSTROEM)
1 C -0.8666 2.2404 0.9279
2 C 0.0592 1.5725 0.3237
3 C 0.5107 0.3037 0.7988
4 C -0.2406 -0.8186 -0.4804
5 S -0.8634 -2.5362 0.2119
6 N 0.6706 -0.8757 -1.5209
7 C 1.2982 -1.9370 -1.8779
8 H -0.9414 3.1867 0.2600
9 H -1.3111 2.2495 1.8915
10 H 0.4771 1.9997 -0.5479
11 H 0.0535 0.0122 1.8025
12 H 1.6036 0.1663 0.7521
13 H -1.1707 -0.3475 -0.8865
14 H 0.2759 -2.9260 0.9151
15 H 2.1317 -1.7852 -2.6014
16 H 1.0339 -2.9177 -1.6081

Table of Löwdin atomic charges, one value per atom, all in e: -0.001, -0.314, -0.112, -0.562, 0.606, -0.085, -0.049, 0.090, 0.055, 0.096, 0.115, 0.100, 0.095, -0.133, 0.081, 0.017

# 2
Formula: C3H12O3
Source: the OMol25 dataset
Level of theory: ωB97M-V with the def2-TZVPD basis set

Computed properties:
* HOMO-LUMO gap: 10.7 eV
* DFT total energy: -347.130310 Ha
* energy above the lowest of the compared OMol25 structures with the same formula, charge and spin: 2.130 eV
* HOMO: -0.36440 Eh

CARTESIAN COORDINATES (ANGSTROEM)
1 C 3.0246 -4.4332 2.0731
2 O 3.0403 -4.0368 0.7122
3 H 2.3768 -3.7321 2.5993
4 H 2.7037 -5.4741 2.0312
5 H 3.9802 -4.4125 2.5970
6 H 3.1108 -4.8325 0.1798
7 C -4.0452 2.7676 -1.5915
8 O -2.9681 3.5548 -2.1576
9 H -3.9934 1.7927 -2.0762
10 H -4.1117 2.7840 -0.5036
11 H -5.0394 3.0922 -1.8985
12 H -3.0801 3.6373 -3.1075
13 C 1.1131 1.3083 0.2109
14 O 0.1701 2.0960 0.9008
15 H 1.6310 1.9717 -0.4817
16 H 1.7259 0.7210 0.8948
17 H 0.6461 0.6813 -0.5486
18 H -0.2845 2.5143 0.1659

Table of Löwdin atomic charges, one value per atom, all in e: -0.165, -0.128, 0.079, 0.078, 0.069, 0.067, -0.147, -0.135, 0.072, 0.080, 0.065, 0.067, -0.178, -0.119, 0.073, 0.085, 0.070, 0.067

# 3
Formula: C14H24BrCl3F9LiMg2NO17P2S2
Source: the OMol25 dataset
Level of theory: ωB97M-V with the def2-TZVPD basis set

Computed properties:
* HOMO-LUMO gap: 1.1 eV
* DFT total energy: -8620.796594 Ha
* total charge: +1
* HOMO: -0.32544 Eh

CARTESIAN COORDINATES (ANGSTROEM)
1 C -0.5323 -3.7165 2.6388
2 C -2.0127 -3.0991 2.7146
3 C -2.0662 -1.4834 2.5587
4 C -1.0623 -0.9019 1.4525
5 C -1.4939 -1.5475 0.0152
6 P -1.0696 0.9811 1.2806
7 C -2.4642 1.5673 0.1133
8 O -3.6361 0.7559 0.3406
9 C -4.4533 0.6787 -0.8024
10 F -3.8045 0.0840 -1.9134
11 F -5.4981 -0.2099 -0.4728
12 F -5.0823 1.9038 -1.1383
13 O 0.4256 1.6869 0.9473
14 C 1.1422 1.0357 -0.1399
15 C 2.6942 0.9365 0.3426
16 C 3.2262 -0.5670 0.4862
17 O 3.5030 1.7677 -0.5148
18 P -1.6543 1.7662 3.2711
19 O -3.0478 1.3258 3.6852
20 O -0.4248 1.4423 4.3869
21 O -1.7283 3.4648 3.0715
22 H -0.1694 -3.6120 1.5617
23 H -0.5295 -4.8324 2.9079
24 H 0.1927 -3.1513 3.3419
25 H -2.3919 -3.3171 3.7767
26 H -2.7331 -3.6250 2.0101
27 H -1.8660 -1.0705 3.6159
28 H -3.1353 -1.2273 2.2469
29 H 0.0373 -1.2115 1.6020
30 H -2.6333 -1.6831 -0.0111
31 H -1.0526 -2.6029 -0.1403
32 H -1.2476 -0.8324 -0.8511
33 H -2.7243 2.6340 0.4616
34 H -2.1333 1.6528 -0.9712
35 H 1.1576 1.6305 -1.1164
36 H 0.7875 -0.0177 -0.3873
37 H 2.7743 1.4072 1.3907
38 H 4.3425 -0.5413 0.2046
39 H 3.2183 -0.8927 1.5903
40 H 2.6621 -1.3159 -0.1610
41 H 3.9851 1.1279 -1.0987
42 H -0.0111 0.5674 4.2398
43 H -0.9337 3.8480 3.5122
44 Br -5.7678 3.5678 -2.4038
45 C -0.9977 -5.0009 -1.2378
46 O -0.7514 -4.9750 -2.4475
47 O -0.2240 -4.5361 -0.3276
48 O -2.0405 -5.4671 -0.7141
49 C -4.3072 -1.8830 5.8515
50 Cl -5.4599 -3.2155 5.8454
51 Cl -2.6642 -2.4632 6.1958
52 H -4.3148 -1.4018 4.8746
53 H -4.5948 -1.1666 6.6188
54 Mg 0.5330 -2.2905 -1.4468
55 C 4.5131 2.4831 -4.1439
56 F 3.3197 2.6583 -3.5460
57 F 4.5059 3.2585 -5.2409
58 F 5.4505 3.0275 -3.3083
59 S 4.8658 0.7334 -4.5192
60 O 3.8046 0.3361 -5.4211
61 O 4.8417 0.0811 -3.2169
62 N 6.2884 0.9669 -5.1630
63 S 6.9963 -0.3766 -5.6378
64 O 6.4071 -1.0411 -6.7819
65 O 7.4571 -1.2618 -4.5855
66 C 8.5168 0.3989 -6.2867
67 F 9.1846 1.0862 -5.3329
68 F 8.2555 1.2858 -7.2698
69 F 9.3799 -0.4947 -6.7933
70 Li 0.2020 -2.4964 5.1933
71 O -8.3592 5.2991 1.7249
72 Cl -7.7273 4.5612 0.6590
73 O -8.3720 4.8806 -0.6000
74 O -7.8397 3.1436 0.9139
75 O -6.3267 4.9275 0.5831
76 Mg 6.6683 4.5692 -2.0838

Table of Löwdin atomic charges, one value per atom, all in e: -0.093, -0.210, -0.213, -0.380, -0.152, 1.058, -0.190, -0.036, -0.458, 0.108, 0.136, -0.214, -0.270, -0.156, -0.345, -0.035, -0.067, 0.559, -0.270, -0.162, -0.141, 0.051, 0.121, 0.020, 0.052, 0.138, 0.066, 0.134, 0.120, 0.129, 0.009, 0.050, 0.152, 0.149, 0.162, 0.024, 0.155, 0.120, 0.092, 0.013, 0.082, 0.060, 0.098, 0.510, -0.994, 0.027, -0.077, 0.111, -0.975, 0.583, 0.503, 0.024, 0.046, 1.118, -0.646, 0.111, 0.136, -0.172, 0.564, -0.273, -0.329, -0.293, 0.592, -0.272, -0.288, -0.655, 0.105, 0.118, 0.138, 0.804, -0.290, 0.627, -0.313, -0.359, -0.372, 0.727

# 4
Formula: CH10O6
Source: the OMol25 dataset
Level of theory: ωB97M-V with the def2-TZVPD basis set

Computed properties:
* HOMO-LUMO gap: 11.3 eV
* DFT total energy: -495.542436 Ha
* energy above the lowest of the compared OMol25 structures with the same formula, charge and spin: 0.908 eV
* HOMO: -0.40651 Eh

CARTESIAN COORDINATES (ANGSTROEM)
1 O -0.9513 1.5348 1.5122
2 C 0.1814 1.7640 1.1990
3 O 1.1157 0.8958 1.6033
4 H 0.4389 2.6214 0.5677
5 H 2.0089 0.8426 1.2520
6 O 0.2741 -0.0927 -1.1036
7 H -0.3252 -0.6746 -1.6009
8 H 0.6341 -0.8045 -0.5460
9 O -1.6148 -2.0767 -1.1437
10 H -1.6691 -1.8242 -0.1974
11 H -1.8882 -2.9889 -1.2257
12 O -1.7950 -1.0089 1.2683
13 H -2.6319 -0.5444 1.2358
14 H -1.0785 -0.3502 1.2515
15 O 2.5138 1.3143 -1.3461
16 H 1.7618 0.8220 -1.7530
17 H 3.0255 0.5700 -0.9734

Table of Löwdin atomic charges, one value per atom, all in e: 0.058, -0.369, 0.079, 0.150, 0.104, -0.067, 0.038, 0.063, -0.081, -0.012, 0.042, -0.047, 0.068, 0.016, -0.095, 0.017, 0.036

# 5
Formula: C4H5FO
Source: the OMol25 dataset
Level of theory: ωB97M-V with the def2-TZVPD basis set

Computed properties:
* HOMO-LUMO gap: 9.2 eV
* DFT total energy: -330.448084 Ha
* energy above the lowest of the compared OMol25 structures with the same formula, charge and spin: 1.079 eV
* HOMO: -0.35799 Eh

CARTESIAN COORDINATES (ANGSTROEM)
1 C -1.4552 -0.3237 0.0078
2 C -0.0588 -1.0609 0.0040
3 C 1.0922 -0.2370 0.0693
4 F 2.3151 -0.7611 0.0828
5 C 1.2161 1.2285 -0.0414
6 O 0.2698 2.0300 0.1683
7 H -2.2201 -0.9136 -0.5326
8 H -1.9459 -0.0872 0.9763
9 H -1.4709 0.7202 -0.5215
10 H 0.0944 -2.0669 0.3283
11 H 2.1632 1.4718 -0.5413

Table of Löwdin atomic charges, one value per atom, all in e: -0.103, 0.014, -0.267, 0.045, -0.154, 0.017, 0.058, 0.077, 0.095, 0.091, 0.127

# 6
Formula: C18H54O9
Source: the OMol25 dataset
Level of theory: ωB97M-V with the def2-TZVPD basis set

Computed properties:
* ⟨S²⟩: 0.754
* HOMO-LUMO gap (alpha / beta): 9.2 / 2.5 eV
* DFT total energy: -1394.901871 Ha
* energy above the lowest of the compared OMol25 structures with the same formula, charge and spin: 1.087 eV
* total charge: +1
* HOMO (alpha / beta): -0.42301 / -0.42276 Eh
* spin multiplicity: 2

CARTESIAN COORDINATES (ANGSTROEM)
1 C -22.4269 -15.3320 -0.9062
2 C -21.2473 -16.2756 -1.1438
3 O -20.1027 -15.7414 -0.4849
4 H -22.6429 -15.1470 0.1461
5 H -23.3509 -15.7902 -1.2588
6 H -22.2845 -14.3588 -1.3760
7 H -21.0650 -16.3052 -2.2180
8 H -21.3640 -17.3013 -0.7939
9 H -19.3476 -16.3234 -0.5980
10 C -14.8145 -15.8440 -6.4356
11 C -13.8024 -15.4882 -7.5314
12 O -13.7577 -14.0650 -7.7267
13 H -15.8611 -15.6499 -6.6702
14 H -14.5424 -15.4179 -5.4699
15 H -14.6922 -16.9225 -6.3357
16 H -13.9430 -16.0060 -8.4802
17 H -12.8509 -15.7938 -7.0964
18 H -12.9593 -13.7986 -8.1883
19 C -17.2862 -18.1875 -5.3717
20 C -17.3474 -18.3688 -6.9242
21 O -16.4042 -19.3972 -7.1361
22 H -16.2737 -17.9419 -5.0512
23 H -17.5860 -19.0800 -4.8225
24 H -18.0238 -17.4446 -5.0680
25 H -17.1507 -17.4578 -7.4895
26 H -18.3469 -18.7229 -7.1766
27 H -16.8866 -20.2268 -7.1103
28 C -14.1094 -15.3235 -0.4379
29 C -14.1543 -16.4984 -1.4836
30 O -13.9638 -15.9184 -2.7769
31 H -14.8442 -14.5582 -0.6878
32 H -13.1908 -14.7463 -0.5442
33 H -14.1304 -15.6444 0.6036
34 H -15.0711 -17.0766 -1.3687
35 H -13.3695 -17.2271 -1.2809
36 H -14.5391 -15.1899 -3.0218
37 C -18.9115 -14.4711 -6.7554
38 C -19.0055 -15.0310 -8.1747
39 O -19.8751 -16.1342 -8.1977
40 H -19.9300 -14.2409 -6.4425
41 H -18.3014 -13.5679 -6.7662
42 H -18.4580 -15.2050 -6.0893
43 H -18.0049 -15.2728 -8.5331
44 H -19.3948 -14.2524 -8.8307
45 H -19.5801 -16.7547 -8.8682
46 C -16.4806 -10.6615 -5.5831
47 C -15.9152 -11.5618 -6.6829
48 O -15.4007 -12.7140 -6.0685
49 H -16.9436 -9.8110 -6.0835
50 H -15.7505 -10.2797 -4.8694
51 H -17.3002 -11.1408 -5.0478
52 H -15.1348 -11.0303 -7.2276
53 H -16.6610 -11.8077 -7.4387
54 H -14.8871 -13.2700 -6.6590
55 C -16.5956 -10.5004 0.2083
56 C -16.5230 -10.0158 1.5984
57 O -17.6873 -10.3731 2.2559
58 H -17.2982 -9.8582 -0.3227
59 H -16.9986 -11.5131 0.1908
60 H -15.6224 -10.4684 -0.2814
61 H -16.3091 -8.9543 1.7232
62 H -15.6231 -10.3753 2.0975
63 H -17.5882 -10.2105 3.1968
64 C -17.4257 -14.7793 -2.9276
65 C -16.5826 -13.4791 -2.8291
66 O -15.4024 -13.7957 -3.5326
67 H -16.7931 -15.6347 -2.6906
68 H -17.9345 -14.9406 -3.8780
69 H -18.2567 -14.7620 -2.2225
70 H -16.2243 -13.2222 -1.8323
71 H -17.1163 -12.6194 -3.2344
72 H -15.5090 -13.4428 -4.4190
73 C -19.3294 -13.0770 1.6682
74 C -20.0256 -12.4766 0.5221
75 O -19.5647 -13.1129 -0.6815
76 H -19.6604 -12.4731 2.5131
77 H -18.2462 -12.9970 1.5761
78 H -19.5668 -14.1290 1.8266
79 H -19.7080 -11.4390 0.4190
80 H -21.1008 -12.6151 0.6358
81 H -19.6183 -14.0671 -0.5904

Table of Löwdin atomic charges, one value per atom, all in e: -0.067, -0.255, -0.109, 0.077, 0.087, 0.072, 0.119, 0.126, 0.109, -0.066, -0.250, -0.093, 0.064, 0.069, 0.078, 0.116, 0.116, 0.103, -0.080, -0.298, -0.082, 0.061, 0.070, 0.048, 0.087, 0.106, 0.087, -0.073, -0.281, -0.102, 0.038, 0.073, 0.065, 0.087, 0.106, 0.005, -0.072, -0.334, -0.070, 0.079, 0.062, 0.042, 0.103, 0.109, 0.084, -0.074, -0.297, -0.106, 0.074, 0.081, 0.055, 0.116, 0.105, 0.030, -0.079, -0.365, -0.067, 0.085, 0.052, 0.093, 0.120, 0.116, 0.101, -0.033, -0.259, -0.104, 0.073, 0.061, 0.029, 0.090, 0.103, 0.045, -0.034, -0.163, 0.253, 0.117, 0.093, 0.100, 0.138, 0.174, 0.059